{"formula": "C46H48AsN3OY", "method": "wB97M-V/def2-TZVPD", "elements": ["Y", "N", "N", "C", "C", "C", "C", "H", "H", "H", "C", "C", "H", "H", "H", "C", "C", "H", "H", "H", "C", "H", "H", "H", "C", "H", "H", "H", "C", "H", "C", "H", "C", "H", "C", "H", "C", "C", "H", "C", "C", "H", "C", "H", "N", "C", "C", "C", "H", "C", "C", "H", "H", "H", "C", "H", "C", "C", "H", "H", "H", "C", "H", "H", "H", "O", "As", "C", "C", "C", "C", "C", "C", "C", "C", "C", "C", "C", "C", "C", "C", "C", "C", "C", "C", "H", "H", "H", "H", "H", "H", "H", "H", "H", "H", "H", "H", "H", "H", "H"], "xyz": [[0.3980, -0.0840, -0.4409], [1.5401, -3.0050, 1.1852], [1.1678, -1.8878, -2.2924], [1.5974, 2.2004, -1.5415], [2.6583, 1.3006, -1.2192], [2.5963, 1.0256, 0.1830], [3.4639, 0.0933, 0.9614], [4.3302, -0.2173, 0.3617], [2.9452, -0.8329, 1.2794], [3.8441, 0.5921, 1.8676], [1.5501, 1.8406, 0.7448], [1.3600, 2.1240, 2.1911], [2.2226, 2.6785, 2.6027], [1.2773, 1.1943, 2.7672], [0.4582, 2.7191, 2.3892], [0.8754, 2.4835, -0.3440], [-0.2994, 3.3855, -0.1927], [-1.0828, 2.9309, 0.4391], [-0.7474, 3.6294, -1.1660], [-0.0078, 4.3329, 0.2866], [3.7621, 0.9092, -2.1305], [4.6178, 1.5937, -2.0027], [3.4727, 0.9629, -3.1856], [4.1303, -0.1074, -1.9380], [1.4146, 2.9019, -2.8358], [0.3600, 3.1354, -3.0339], [1.7708, 2.3046, -3.6828], [1.9715, 3.8543, -2.8523], [0.9744, -3.7185, 2.1539], [1.5124, -3.7727, 3.1045], [-0.2717, -4.3443, 2.0154], [-0.6911, -4.8778, 2.8659], [-0.9446, -4.2456, 0.8016], [-1.9337, -4.6898, 0.6812], [-0.3352, -3.5731, -0.2539], [-0.7977, -3.4874, -1.2339], [0.9239, -2.9459, -0.0262], [1.6224, -2.0915, -0.9681], [2.6966, -1.9291, -0.8036], [0.5322, -0.7239, -2.7364], [1.4879, -2.7160, -3.3852], [1.9846, -3.6569, -3.2549], [1.1211, -2.0517, -4.4848], [1.2206, -2.3143, -5.5242], [0.6333, -0.8017, -4.0886], [0.4355, 0.2882, -4.9832], [1.4483, 0.6083, -5.9107], [1.2552, 1.7068, -6.7620], [2.0336, 1.9641, -7.4828], [0.1142, 2.5093, -6.6934], [-0.0664, 3.6625, -7.6472], [-0.5923, 4.5024, -7.1734], [-0.6443, 3.3785, -8.5411], [0.9107, 4.0212, -7.9909], [-0.8608, 2.1882, -5.7439], [-1.7586, 2.8084, -5.6547], [-0.7175, 1.0864, -4.8890], [-1.7983, 0.7875, -3.9059], [-1.9575, -0.2856, -3.7699], [-2.7333, 1.2372, -4.2735], [-1.5905, 1.2371, -2.9201], [2.7341, -0.1406, -5.9877], [2.6060, -1.1531, -6.3872], [3.2440, -0.2214, -5.0194], [3.4152, 0.3895, -6.6645], [-0.6457, -0.4716, 1.4010], [-1.3088, -0.5514, 3.0142], [-1.7485, 1.2325, 3.6029], [-2.7252, 1.9292, 2.8747], [-3.2288, 3.1306, 3.3862], [-2.7410, 3.6497, 4.5910], [-1.7475, 2.9642, 5.2958], [-1.2558, 1.7467, 4.8120], [-2.9717, -1.5232, 3.0650], [-3.5308, -2.1063, 1.9201], [-4.7374, -2.8104, 2.0371], [-5.3801, -2.9314, 3.2732], [-4.8407, -2.3112, 4.4050], [-3.6431, -1.5973, 4.2983], [-0.1223, -1.4512, 4.2532], [-0.5566, -2.5918, 4.9465], [0.2240, -3.1263, 5.9777], [1.4532, -2.5491, 6.3106], [1.9094, -1.4413, 5.5890], [1.1293, -0.8962, 4.5613], [-3.0963, 1.5184, 1.9295], [-4.0117, 3.6549, 2.8353], [-3.1382, 4.5874, 4.9824], [-1.3562, 3.3683, 6.2318], [-0.4989, 1.1916, 5.3696], [-3.0273, -2.0049, 0.9545], [-5.1794, -3.2697, 1.1481], [-6.3041, -3.5043, 3.3620], [-5.3452, -2.3787, 5.3705], [-3.2276, -1.1049, 5.1811], [-1.5082, -3.0581, 4.6884], [-0.1335, -4.0009, 6.5210], [2.0584, -2.9632, 7.1224], [2.8763, -0.9882, 5.8206], [1.4998, -0.0349, 4.0047]], "lowdin_charge": [1.320, 0.088, -0.151, -0.275, -0.279, -0.319, -0.053, 0.072, 0.060, 0.079, -0.328, -0.047, 0.091, 0.030, 0.074, -0.322, -0.059, 0.065, 0.066, 0.082, -0.043, 0.087, 0.051, 0.072, -0.038, 0.068, 0.061, 0.089, -0.157, 0.105, -0.109, 0.089, -0.111, 0.098, -0.057, 0.091, -0.341, -0.273, 0.100, -0.145, -0.038, 0.115, -0.084, 0.105, -0.035, -0.137, -0.206, -0.021, 0.110, -0.279, -0.067, 0.075, 0.079, 0.070, -0.016, 0.118, -0.213, -0.083, 0.064, 0.073, 0.046, -0.054, 0.067, 0.077, 0.077, -0.613, 1.253, -0.325, -0.116, -0.098, -0.111, -0.098, -0.100, -0.309, -0.087, -0.090, -0.098, -0.089, -0.110, -0.356, -0.165, -0.132, -0.159, -0.121, -0.154, 0.103, 0.098, 0.092, 0.098, 0.100, 0.092, 0.101, 0.096, 0.100, 0.111, 0.084, 0.088, 0.078, 0.093, 0.066], "relative_energy_kj_mol": 0.0, "homo_lumo_gap_ev": [3.5, 3.3], "charge": -1, "lumo_ev": [2.500, 2.523], "homo_energy_ev": [-1.0431, -0.7465]}